{
  "formula": "C6H10N2O",
  "method": "ωB97M-V/def2-TZVPD",
  "total_energy_ha": -419.1572,
  "gap_ev": [8.6444, 6.9229],
  "max_force_ha_per_bohr": 0.0260,
  "relative_energy_ev": 6.240,
  "multiplicity": 1,
  "homo_energy_ev": [-8.19, -6.76],
  "species": ["C", "C", "C", "C", "N", "C", "C", "N", "O", "H", "H", "H", "H", "H", "H", "H", "H", "H", "H"],
  "coordinates": [[-0.145, 0.527, 0.251], [-0.230, 1.768, -0.582], [2.293, -0.141, 0.154], [-0.123, -0.707, -0.235], [2.853, 0.871, 0.838], [-3.136, -1.001, 0.345], [-0.060, -1.893, -0.737], [-2.557, 0.092, 0.228], [2.859, -1.056, -0.373], [-0.176, 0.637, 1.329], [2.285, 1.586, 1.255], [3.862, 0.919, 0.956], [0.511, 2.504, -0.264], [-0.083, 1.550, -1.638], [-1.226, 2.193, -0.441], [-4.236, -1.059, 0.461], [-2.647, -1.999, 0.347], [-0.959, -2.453, -0.971], [0.916, -2.337, -0.922]]
}



{
  "formula": "C36H69BI2N3O2",
  "method": "ωB97M-V/def2-TZVPD",
  "total_energy_ha": -2347.5508,
  "gap_ev": [6.9668, 6.0561],
  "max_force_ha_per_bohr": 0.1842,
  "charge": -1,
  "multiplicity": 3,
  "homo_energy_ev": [-5.01, -5.01],
  "s2": 2.01,
  "species": ["C", "C", "C", "B", "C", "C", "C", "C", "N", "C", "C", "C", "C", "C", "C", "C", "C", "C", "I", "C", "C", "I", "H", "H", "H", "H", "H", "H", "H", "H", "H", "H", "H", "H", "H", "H", "H", "H", "H", "H", "H", "H", "H", "H", "H", "H", "H", "H", "H", "H", "H", "H", "H", "H", "H", "C", "C", "C", "C", "C", "C", "N", "O", "C", "C", "C", "H", "H", "H", "H", "H", "H", "H", "H", "H", "H", "H", "H", "H", "H", "H", "H", "H", "H", "C", "C", "C", "C", "C", "C", "N", "O", "C", "C", "C", "H", "H", "H", "H", "H", "H", "H", "H", "H", "H", "H", "H", "H", "H", "H", "H", "H", "H"],
  "coordinates": [[4.828, 3.492, -0.978], [4.171, 2.403, -1.624], [3.642, 0.926, -2.206], [2.273, 0.478, -1.361], [2.858, -0.178, 0.068], [1.749, -1.075, 0.874], [2.212, -1.088, 2.481], [1.033, -1.651, 3.478], [-0.329, -0.985, 3.228], [1.413, -0.724, -2.082], [-0.211, -0.639, -1.879], [-0.782, -2.210, -1.848], [-2.355, -2.316, -1.378], [-2.592, -2.038, 0.233], [-4.237, -1.913, 0.492], [-4.551, -0.482, 1.245], [-5.034, 0.665, 0.135], [1.375, 1.837, -1.010], [1.041, 2.535, 1.085], [0.693, 2.686, -2.056], [-0.236, 4.017, -1.699], [0.827, 2.206, -4.227], [5.568, 4.150, -0.311], [3.489, 0.949, -3.365], [4.504, 0.124, -2.008], [3.709, -0.939, -0.280], [3.419, 0.624, 0.731], [0.725, -0.510, 0.853], [1.703, -2.201, 0.552], [3.230, -1.688, 2.579], [2.428, 0.025, 2.781], [0.950, -2.834, 3.396], [1.338, -1.321, 4.580], [-0.774, -1.379, 2.364], [-0.151, 0.045, 3.112], [1.606, -0.611, -3.255], [1.800, -1.819, -1.819], [-0.565, -0.162, -0.870], [-0.720, -0.049, -2.783], [-0.111, -2.747, -1.020], [-0.586, -2.724, -2.901], [-3.098, -1.668, -2.027], [-2.677, -3.451, -1.558], [-2.168, -2.952, 0.867], [-2.028, -1.057, 0.548], [-4.788, -1.859, -0.566], [-4.644, -2.829, 1.131], [-3.594, -0.028, 1.769], [-5.384, -0.620, 2.073], [-4.617, 1.727, 0.407], [-6.208, 0.737, 0.198], [-4.736, 0.383, -0.970], [-0.329, 4.660, -2.701], [0.248, 4.730, -0.908], [-1.361, 3.718, -1.436], [-9.401, -2.726, -4.935], [-8.231, -3.167, -4.008], [-8.564, -4.530, -3.344], [-9.604, -4.435, -2.231], [-9.214, -3.375, -1.207], [-8.915, -1.994, -1.847], [-7.961, -2.087, -3.000], [-6.674, -2.306, -2.472], [-10.245, -1.336, -2.303], [-8.405, -1.029, -0.723], [-7.040, -3.391, -4.995], [-10.370, -3.111, -4.610], [-9.467, -1.634, -5.013], [-9.270, -3.091, -5.962], [-7.651, -4.972, -2.922], [-8.919, -5.241, -4.102], [-10.593, -4.219, -2.648], [-9.693, -5.406, -1.732], [-10.024, -3.280, -0.468], [-8.341, -3.730, -0.652], [-10.057, -0.393, -2.831], [-10.884, -1.101, -1.443], [-10.850, -1.971, -2.947], [-7.519, -1.411, -0.207], [-9.171, -0.883, 0.048], [-8.163, -0.040, -1.135], [-6.758, -2.455, -5.497], [-7.304, -4.118, -5.770], [-6.145, -3.790, -4.499], [7.115, 3.252, 4.172], [7.848, 2.389, 3.104], [8.719, 1.309, 3.800], [9.991, 1.862, 4.438], [10.790, 2.691, 3.438], [9.945, 3.802, 2.760], [8.651, 3.286, 2.206], [8.947, 2.565, 1.033], [9.677, 4.942, 3.778], [10.830, 4.496, 1.670], [6.686, 1.660, 2.354], [7.662, 3.316, 5.115], [6.923, 4.269, 3.809], [6.133, 2.837, 4.430], [9.009, 0.539, 3.071], [8.132, 0.790, 4.569], [9.747, 2.459, 5.322], [10.609, 1.031, 4.796], [11.653, 3.136, 3.956], [11.206, 2.019, 2.682], [9.015, 5.704, 3.350], [10.609, 5.446, 4.061], [9.239, 4.599, 4.714], [11.209, 3.794, 0.921], [11.710, 4.971, 2.120], [10.265, 5.283, 1.149], [6.033, 2.378, 1.840], [6.067, 1.088, 3.053], [7.046, 0.938, 1.609]]
}



{
  "formula": "C9H18N2Si",
  "method": "ωB97M-V/def2-TZVPD",
  "total_energy_ha": -752.6711,
  "smiles": "Cc1nc(C)n(C)c1[Si](C)(C)C",
  "gap_ev": 7.9851,
  "max_force_ha_per_bohr": 0.1251,
  "relative_energy_ev": 1.534,
  "multiplicity": 1,
  "homo_energy_ev": -7.18,
  "species": ["C", "C", "N", "C", "C", "N", "C", "C", "Si", "C", "C", "C", "H", "H", "H", "H", "H", "H", "H", "H", "H", "H", "H", "H", "H", "H", "H", "H", "H", "H"],
  "coordinates": [[0.858, -2.915, -0.551], [1.416, -1.582, -0.167], [2.657, -1.123, -0.049], [2.661, 0.172, 0.089], [4.009, 0.872, 0.160], [1.420, 0.686, 0.123], [1.207, 2.041, 0.534], [0.436, -0.222, -0.115], [-1.388, -0.092, -0.069], [-1.818, 0.469, -1.807], [-1.913, 1.008, 1.383], [-2.025, -1.712, 0.371], [1.529, -3.732, -0.207], [-0.066, -3.084, -0.049], [0.654, -2.862, -1.550], [4.057, 1.149, 1.197], [4.767, -0.072, 0.120], [4.229, 1.620, -0.565], [1.458, 2.277, 1.498], [1.760, 2.768, -0.148], [0.119, 2.372, 0.351], [-1.763, -0.366, -2.485], [-2.795, 0.840, -1.906], [-1.135, 1.243, -2.265], [-2.787, 0.567, 1.820], [-1.090, 0.946, 1.946], [-2.133, 2.007, 1.192], [-3.046, -1.780, 0.843], [-2.264, -2.538, -0.391], [-1.391, -2.282, 1.035]]
}



{
  "formula": "C26H43N2OPdSSiTe",
  "method": "ωB97M-V/def2-TZVPD",
  "total_energy_ha": -2284.9169,
  "gap_ev": 6.3957,
  "max_force_ha_per_bohr": 0.0199,
  "charge": -1,
  "relative_energy_ev": 0.000,
  "multiplicity": 1,
  "homo_energy_ev": -4.04,
  "species": ["Pd", "C", "C", "C", "O", "H", "H", "H", "H", "H", "H", "H", "Te", "C", "C", "C", "C", "S", "H", "H", "H", "C", "C", "C", "C", "Si", "C", "C", "C", "C", "C", "C", "C", "C", "H", "H", "H", "H", "H", "H", "H", "H", "H", "H", "H", "H", "H", "H", "H", "H", "H", "H", "H", "H", "H", "H", "H", "H", "H", "H", "H", "N", "C", "N", "C", "C", "C", "C", "C", "C", "H", "H", "H", "H", "H", "H"],
  "coordinates": [[-0.256, -0.500, -0.780], [-3.991, 0.582, -2.393], [-3.071, -0.568, -1.965], [-3.899, -1.859, -1.891], [-2.449, -0.307, -0.751], [-4.601, 0.304, -3.262], [-3.428, 1.481, -2.651], [-4.659, 0.828, -1.561], [-2.332, -0.722, -2.774], [-4.670, -1.754, -1.118], [-3.256, -2.701, -1.622], [-4.394, -2.090, -2.842], [1.166, -1.074, -2.928], [3.082, -1.885, -2.565], [4.260, -1.611, -3.202], [5.371, -2.351, -2.698], [5.027, -3.183, -1.677], [3.350, -3.059, -1.341], [4.330, -0.883, -4.002], [6.381, -2.259, -3.076], [5.677, -3.840, -1.115], [1.689, 0.045, 2.247], [0.516, 0.970, 1.884], [-0.780, 0.197, 2.201], [0.560, 2.182, 2.826], [0.583, 1.431, -0.012], [-0.692, 2.825, -0.448], [-0.224, 4.246, -0.089], [-0.991, 2.776, -1.958], [-2.029, 2.591, 0.276], [2.373, 2.022, -0.499], [2.908, 3.081, 0.482], [2.378, 2.623, -1.912], [3.410, 0.892, -0.515], [1.548, -0.322, 3.274], [2.650, 0.563, 2.216], [1.747, -0.823, 1.581], [-0.672, -0.319, 3.165], [-1.018, -0.566, 1.460], [-1.649, 0.849, 2.271], [0.493, 1.829, 3.867], [-0.281, 2.863, 2.663], [1.482, 2.758, 2.735], [0.653, 4.557, -0.662], [0.009, 4.364, 0.974], [-1.033, 4.951, -0.326], [-0.137, 3.060, -2.574], [-1.812, 3.471, -2.184], [-1.307, 1.773, -2.242], [-1.945, 2.746, 1.356], [-2.429, 1.594, 0.066], [-2.755, 3.329, -0.096], [2.232, 3.924, 0.643], [3.850, 3.485, 0.083], [3.137, 2.643, 1.457], [1.822, 3.560, -1.979], [1.971, 1.920, -2.644], [3.417, 2.838, -2.199], [3.561, 0.427, 0.459], [4.377, 1.307, -0.836], [3.133, 0.114, -1.219], [-0.146, -4.618, 1.728], [0.197, -3.825, 0.664], [-0.707, -2.946, 0.365], [-1.727, -3.144, 1.297], [-2.919, -2.438, 1.461], [-3.749, -2.839, 2.493], [-3.409, -3.905, 3.343], [-2.224, -4.601, 3.198], [-1.390, -4.193, 2.160], [0.420, -5.344, 2.122], [1.132, -3.951, 0.138], [-3.126, -1.602, 0.793], [-4.684, -2.316, 2.659], [-4.090, -4.184, 4.140], [-1.962, -5.415, 3.865]]
}



{
  "formula": "C32H21CaF5I2N7O3SSeTe",
  "method": "ωB97M-V/def2-TZVPD",
  "total_energy_ha": -6681.2981,
  "gap_ev": 6.1774,
  "max_force_ha_per_bohr": 0.1382,
  "charge": -1,
  "relative_energy_ev": 3.411,
  "multiplicity": 1,
  "homo_energy_ev": -5.40,
  "species": ["Ca", "Se", "N", "C", "C", "C", "C", "C", "N", "C", "C", "N", "C", "C", "C", "C", "C", "N", "H", "H", "H", "H", "H", "H", "S", "C", "C", "C", "C", "C", "N", "H", "H", "H", "H", "O", "C", "N", "C", "C", "O", "N", "C", "C", "C", "C", "C", "C", "C", "C", "C", "C", "C", "C", "H", "H", "H", "H", "H", "H", "H", "H", "H", "H", "H", "F", "Te", "F", "F", "F", "F", "O", "I", "I"],
  "coordinates": [[0.819, -1.063, -0.881], [-1.862, 7.943, 0.009], [-0.464, 6.919, -0.308], [-0.872, 5.673, -0.342], [-0.007, 4.540, -0.558], [1.351, 4.751, -0.785], [2.167, 3.674, -0.969], [1.601, 2.409, -0.906], [0.319, 2.159, -0.691], [-0.526, 3.217, -0.524], [-1.984, 3.030, -0.274], [-2.491, 1.794, -0.198], [-3.754, 1.639, 0.162], [-4.649, 2.688, 0.346], [-4.181, 3.961, 0.189], [-2.822, 4.150, -0.073], [-2.272, 5.479, -0.109], [-2.968, 6.569, 0.106], [1.722, 5.766, -0.807], [3.224, 3.787, -1.165], [2.233, 1.545, -1.048], [-4.098, 0.628, 0.314], [-5.683, 2.484, 0.583], [-4.824, 4.825, 0.286], [-0.991, -1.634, 1.574], [0.236, -2.849, 1.457], [0.469, -3.691, 2.555], [1.363, -4.723, 2.403], [1.980, -4.921, 1.166], [1.700, -4.033, 0.151], [0.879, -2.992, 0.297], [-0.047, -3.515, 3.489], [1.570, -5.388, 3.231], [2.649, -5.754, 1.005], [2.111, -4.162, -0.845], [3.023, -0.440, 2.722], [3.317, -0.347, 1.551], [4.597, -0.062, 1.082], [4.689, -0.312, -0.343], [3.179, -0.517, -0.642], [2.697, -0.646, -1.778], [2.465, -0.490, 0.470], [5.149, 0.862, -1.189], [5.260, 0.671, -2.566], [5.616, 1.724, -3.390], [5.878, 2.974, -2.844], [5.767, 3.169, -1.478], [5.394, 2.117, -0.649], [5.533, -1.550, -0.614], [6.922, -1.451, -0.614], [7.705, -2.581, -0.785], [7.110, -3.824, -0.950], [5.728, -3.931, -0.948], [4.947, -2.798, -0.779], [5.386, -0.207, 1.688], [5.044, -0.301, -2.988], [5.687, 1.571, -4.458], [6.152, 3.800, -3.488], [5.968, 4.142, -1.048], [5.290, 2.264, 0.418], [7.391, -0.482, -0.486], [8.784, -2.492, -0.793], [7.723, -4.706, -1.080], [5.253, -4.895, -1.080], [3.871, -2.875, -0.787], [-3.736, -0.439, -2.342], [-1.968, -1.315, -1.679], [0.180, -1.814, -2.545], [-2.440, -2.316, -3.278], [-1.413, -3.119, -1.221], [-3.369, -2.032, -0.556], [-0.866, -0.819, 0.226], [-1.159, 0.666, -3.322], [-0.461, 2.793, -5.049]]
}



{
  "formula": "C35H35GeMoN3",
  "method": "ωB97M-V/def2-TZVPD",
  "total_energy_ha": -3663.9138,
  "gap_ev": [7.1666, 6.9898],
  "max_force_ha_per_bohr": 0.0437,
  "relative_energy_ev": 1.408,
  "multiplicity": 3,
  "homo_energy_ev": [-6.86, -7.06],
  "s2": 2.04,
  "species": ["Mo", "C", "N", "C", "C", "C", "C", "C", "C", "C", "N", "C", "C", "C", "C", "C", "C", "N", "C", "C", "H", "H", "H", "H", "H", "H", "H", "H", "H", "H", "H", "H", "H", "H", "H", "H", "H", "H", "H", "H", "C", "Ge", "C", "C", "C", "C", "C", "C", "C", "C", "C", "C", "C", "C", "C", "C", "C", "C", "C", "C", "H", "H", "H", "H", "H", "H", "H", "H", "H", "H", "H", "H", "H", "H", "H"],
  "coordinates": [[0.123, -0.308, -0.142], [-0.109, 2.209, -0.944], [0.058, 2.292, 0.504], [-0.992, 3.127, 1.077], [1.411, 2.644, 0.880], [1.758, 3.977, 1.049], [3.022, 4.349, 1.478], [3.948, 3.348, 1.737], [3.621, 2.016, 1.550], [2.350, 1.610, 1.110], [1.948, 0.298, 0.942], [2.366, -0.717, 1.803], [3.692, -1.132, 1.994], [4.018, -2.141, 2.883], [3.030, -2.802, 3.602], [1.707, -2.451, 3.390], [1.374, -1.436, 2.505], [-0.022, -1.124, 2.249], [-0.672, -2.177, 1.467], [-0.811, -0.803, 3.435], [0.179, 3.101, -1.516], [-1.145, 1.967, -1.188], [0.549, 1.428, -1.371], [-1.040, 4.124, 0.623], [-0.826, 3.238, 2.147], [-1.955, 2.640, 0.918], [1.018, 4.745, 0.860], [3.271, 5.393, 1.612], [4.942, 3.601, 2.085], [4.372, 1.273, 1.764], [4.472, -0.675, 1.403], [5.056, -2.426, 3.004], [3.284, -3.590, 4.298], [0.917, -2.976, 3.917], [-0.627, -3.190, 1.890], [-0.167, -2.321, 0.485], [-1.720, -1.931, 1.291], [-1.027, -1.691, 4.042], [-1.757, -0.357, 3.127], [-0.267, -0.085, 4.045], [-0.236, -1.066, -1.637], [-1.107, -1.988, -3.072], [0.200, -2.532, -4.424], [-0.190, -3.255, -5.551], [0.742, -3.642, -6.503], [2.081, -3.310, -6.336], [2.482, -2.593, -5.219], [1.544, -2.206, -4.268], [-1.919, -3.588, -2.288], [-1.106, -4.363, -1.457], [-1.598, -5.498, -0.830], [-2.920, -5.880, -1.025], [-3.735, -5.131, -1.858], [-3.237, -3.994, -2.487], [-2.403, -0.782, -3.897], [-1.979, 0.033, -4.947], [-2.831, 0.977, -5.506], [-4.124, 1.117, -5.022], [-4.559, 0.318, -3.975], [-3.702, -0.621, -3.414], [-1.233, -3.521, -5.692], [0.427, -4.204, -7.373], [2.810, -3.613, -7.077], [3.525, -2.334, -5.086], [1.858, -1.646, -3.393], [-0.070, -4.077, -1.303], [-0.950, -6.089, -0.194], [-3.308, -6.765, -0.536], [-4.762, -5.432, -2.026], [-3.885, -3.436, -3.151], [-0.974, -0.076, -5.341], [-2.486, 1.600, -6.321], [-4.792, 1.850, -5.459], [-5.566, 0.426, -3.590], [-4.049, -1.216, -2.578]]
}



{
  "formula": "C9H14O",
  "method": "ωB97M-V/def2-TZVPD",
  "total_energy_ha": -426.5569,
  "smiles": "Cc1ccc(O)cc1.CC",
  "gap_ev": 9.2383,
  "max_force_ha_per_bohr": 0.0649,
  "relative_energy_ev": 0.432,
  "multiplicity": 1,
  "homo_energy_ev": -8.38,
  "species": ["C", "C", "C", "C", "C", "O", "C", "C", "H", "H", "H", "H", "H", "H", "H", "H", "C", "C", "H", "H", "H", "H", "H", "H"],
  "coordinates": [[-1.238, 2.677, -1.714], [-1.292, 1.298, -1.070], [-1.569, 1.183, 0.283], [-1.564, -0.070, 0.926], [-1.354, -1.215, 0.166], [-1.384, -2.418, 0.762], [-1.145, -1.118, -1.213], [-1.123, 0.143, -1.817], [-0.181, 3.038, -1.593], [-1.898, 3.343, -1.165], [-1.467, 2.662, -2.770], [-1.719, 2.094, 0.945], [-1.744, -0.131, 1.947], [-1.241, -2.388, 1.664], [-1.065, -2.017, -1.843], [-0.890, 0.163, -2.887], [1.957, -1.134, 0.898], [3.264, -0.631, 1.493], [1.230, -0.328, 0.732], [2.130, -1.553, -0.115], [1.547, -1.995, 1.502], [3.939, -1.471, 1.632], [3.056, -0.174, 2.435], [3.750, 0.043, 0.802]]
}



{
  "formula": "C4H10FN",
  "method": "ωB97M-V/def2-TZVPD",
  "total_energy_ha": -313.0091,
  "smiles": "CC[C@H](N)CF",
  "gap_ev": 10.9132,
  "max_force_ha_per_bohr": 0.0462,
  "relative_energy_ev": 0.269,
  "multiplicity": 1,
  "homo_energy_ev": -9.82,
  "species": ["C", "C", "C", "N", "C", "F", "H", "H", "H", "H", "H", "H", "H", "H", "H", "H"],
  "coordinates": [[1.185, 1.479, -0.798], [0.073, 0.446, -0.830], [-0.246, -0.099, 0.531], [0.925, -0.926, 0.953], [-1.530, -0.871, 0.496], [-1.336, -1.961, -0.348], [0.957, 2.450, -0.376], [1.938, 1.031, -0.250], [1.511, 1.691, -1.795], [0.391, -0.422, -1.481], [-0.811, 0.881, -1.264], [-0.405, 0.729, 1.203], [0.787, -1.808, 0.448], [0.798, -1.139, 1.956], [-2.463, -0.275, 0.082], [-1.775, -1.206, 1.473]]
}



- Which formula does entry 4 have?
  C26H43N2OPdSSiTe